# C4H7N3O2

C4H7N3O2 in the gas phase at a distorted geometry (wB97M-V/def2-TZVPD, the OMol25 dataset).

Summary:
Kohn-Sham gap, eV: 9.7
E_HOMO, eV: -8.977
Energy above the lowest of the compared OMol25 structures with the same formula, charge and spin, eV: 2.712
Maximum force, hartree/bohr: 0.06243
LUMO energy, eV: 0.75
Structure (SMILES): CCc1n[nH]c(=O)n1O

Each line ends with the Löwdin charge.
CARTESIAN COORDINATES (ANGSTROEM)
C 2.6231 1.4100 0.4287  -0.103
C 2.0344 0.1380 -0.1233  -0.171
C 0.5961 0.1332 -0.4247  -0.336
C -1.5146 -0.3199 -0.0463  -0.560
H 2.1581 1.7739 1.3677  0.087
H 3.6651 1.3201 0.6592  0.062
H 2.5942 2.3073 -0.1717  0.072
H 2.3047 -0.7518 0.5180  0.136
H 2.5257 -0.0587 -1.0930  0.123
H -2.0214 0.7266 -1.8262  0.175
H -1.0706 -1.5600 1.7506  0.147
N 0.0290 0.5306 -1.5198  0.130
N -1.3130 0.1869 -1.2915  0.083
N -0.2687 -0.4200 0.4317  0.007
O -2.5766 -0.5539 0.4599  0.081
O -0.1385 -1.1970 1.5958  0.067

# C4H7N3O2S

C4H7N3O2S in the gas phase at a distorted geometry (wB97M-V/def2-TZVPD, the OMol25 dataset).

Summary:
Kohn-Sham gap (spin up / spin down), eV: 8.5 / 7.1
E_HOMO (spin up / spin down), eV: -8.154 / -7.881
Energy above the lowest of the compared OMol25 structures with the same formula, charge and spin, eV: 5.806
Maximum force, hartree/bohr: 0.06124
LUMO energy (spin up / spin down), eV: 0.30 / -0.79

Each line ends with the Löwdin charge.
CARTESIAN COORDINATES (ANGSTROEM)
C 1.9282 0.1674 -1.9383  -0.215
C -1.5464 0.1522 -0.1358  -0.542
C 1.5687 -2.0205 -2.7472  0.006
C -2.6436 0.6806 0.8246  -0.006
N 1.2220 0.2315 -0.9131  0.069
N 0.6197 -0.7707 -0.3009  -0.023
N -0.4157 -0.3352 0.4415  -0.448
O -1.5762 0.2151 -1.3307  0.079
O 1.8893 -0.7399 -2.9238  -0.052
S -0.3677 -0.9214 2.0943  0.833
H 2.4544 0.9893 -2.3482  0.123
H 1.3215 -2.5068 -3.7486  0.096
H 1.6676 -2.6285 -1.7895  0.092
H -2.5130 1.7052 1.0450  0.079
H -3.4751 0.7846 0.2447  0.046
H -2.9204 0.0877 1.6476  0.043
H 0.6448 -1.6644 1.8581  -0.181

# C4H7N3O2S

2 unconnected molecules or ions with the total composition C4H7N3O2S at a distorted geometry (wB97M-V/def2-TZVPD, the OMol25 dataset).

Summary:
Kohn-Sham gap, eV: 7.5
E_HOMO, eV: -9.196
Energy above the lowest of the compared OMol25 structures with the same formula, charge and spin, eV: 3.667
Maximum force, hartree/bohr: 0.10690
LUMO energy, eV: -1.73

Each line ends with the Löwdin charge.
CARTESIAN COORDINATES (ANGSTROEM)
C 0.0890 -0.7878 -2.6614  -0.911
C -1.0600 0.8560 0.0611  -0.503
C 2.0070 0.0492 1.4412  -0.075
C 0.6046 0.5778 1.7416  -0.220
N -0.3697 -1.7386 -2.1451  0.042
N -1.8730 -0.9418 -1.2071  0.061
N -1.6915 0.3397 -1.0786  0.041
O -0.9643 2.0842 0.1133  0.071
O -0.4702 -0.0509 0.9595  -0.049
S 0.3754 0.7195 -3.0892  0.715
H 2.0587 0.0616 0.3269  0.082
H 2.6760 0.7766 1.9199  0.081
H 2.1367 -1.0225 1.7872  0.095
H 0.4352 1.6858 1.5532  0.129
H 0.3921 0.1596 2.7752  0.132
H -2.6014 -1.1881 -1.9878  0.214
H -1.7445 -1.5804 -0.5099  0.096

# C4H7N3O2S

C4H7N3O2S in the gas phase at a distorted geometry (wB97M-V/def2-TZVPD, the OMol25 dataset).

Summary:
Kohn-Sham gap (spin up / spin down), eV: 8.1 / 8.1
E_HOMO (spin up / spin down), eV: -8.501 / -8.502
Energy above the lowest of the compared OMol25 structures with the same formula, charge and spin, eV: 2.429
Maximum force, hartree/bohr: 0.07756
LUMO energy (spin up / spin down), eV: -0.36 / -0.35

Each line ends with the Löwdin charge.
CARTESIAN COORDINATES (ANGSTROEM)
C 1.0480 0.2239 -1.3834  -0.159
C 0.0918 -1.4897 0.3914  -0.677
C -0.0439 -0.1169 -0.3918  -0.095
C -2.4216 0.3487 0.1156  -0.014
N 2.2927 0.5118 -1.1324  -0.357
N 1.9161 0.7382 1.4296  -0.290
N -1.2399 0.3445 -0.7455  0.013
O 0.4223 -1.6824 1.5196  0.060
O -0.1239 -2.1742 -0.6218  0.080
S 3.0824 0.6453 0.2410  0.875
H 0.6347 0.3088 -2.3814  0.108
H -2.7891 1.3810 0.2299  0.104
H -3.2032 -0.0472 -0.4082  0.048
H -2.2342 -0.4133 0.9151  0.125
H 2.2772 1.0748 2.2587  -0.004
H 1.6183 -0.2639 1.6788  0.038
H -1.3276 0.6106 -1.7152  0.145

# C4H7N3OS

C4H7N3OS in the gas phase at a distorted geometry (wB97M-V/def2-TZVPD, the OMol25 dataset).

Summary:
Kohn-Sham gap, eV: 7.4
E_HOMO, eV: -7.900
Energy above the lowest of the compared OMol25 structures with the same formula, charge and spin, eV: 5.744
Maximum force, hartree/bohr: 0.08800
LUMO energy, eV: -0.51

Each line ends with the Löwdin charge.
CARTESIAN COORDINATES (ANGSTROEM)
C -0.0089 0.4036 -1.2331  -0.183
C -0.6983 -1.1735 0.2802  -0.843
C 0.8449 -1.9023 1.9199  -0.149
C -0.7337 2.3958 -1.9546  -0.033
N -0.8904 -0.2790 -0.7362  0.128
N 1.4823 -0.1263 0.5073  0.076
N 0.4600 -0.9043 1.0340  -0.306
O 0.2954 1.4034 -1.9226  0.005
S -1.8748 -2.2714 0.5894  0.648
H 1.2723 -1.3477 2.8503  0.109
H -0.1063 -2.3882 2.2346  0.021
H 1.6831 -2.6563 1.6212  0.122
H -1.6746 1.8769 -2.2430  0.103
H -0.3885 3.2335 -2.7083  0.138
H -0.9313 2.8630 -0.9219  0.124
H 1.2688 0.8727 0.6827  0.038

# C4H7N3OS

C4H7N3OS in the gas phase at a distorted geometry (wB97M-V/def2-TZVPD, the OMol25 dataset).

Summary:
Kohn-Sham gap (spin up / spin down), eV: 6.8 / 5.9
E_HOMO (spin up / spin down), eV: -6.044 / -8.447
Energy above the lowest of the compared OMol25 structures with the same formula, charge and spin, eV: 2.696
Spin multiplicity: 3
Maximum force, hartree/bohr: 0.15686
LUMO energy (spin up / spin down), eV: 0.78 / -2.59

Each line ends with the Löwdin charge.
CARTESIAN COORDINATES (ANGSTROEM)
C 0.9152 1.3173 0.7428  -0.166
C -2.0336 -0.0214 0.4670  -0.720
C 1.4437 0.6192 -0.5388  -0.170
C 1.6508 -0.8459 -0.3144  -0.385
N -0.2851 1.3655 1.1041  -0.013
N -1.2905 1.0328 0.3089  -0.035
N -1.8266 -0.9963 1.4643  0.064
O 1.1246 -1.5550 0.4773  0.136
S -3.5710 -0.1581 -0.4892  0.787
H 1.6664 1.8738 1.3776  0.123
H 0.6956 0.8373 -1.4338  0.133
H 2.4513 0.9596 -0.9490  0.116
H 2.3365 -1.2751 -1.1274  0.160
H -1.1826 -1.1618 2.1994  0.072
H -2.6133 -1.6882 1.5564  0.090
H -3.1311 -0.1323 -1.6860  -0.192

Question: The highest energy above the lowest of the compared OMol25 structures with the same formula, charge and spin belongs to which entry?
Answer: number 2